Record 1
A molecular structure, C33H22Cl2N6O5Ti, computed with the ωB97M-V functional and the def2-TZVPD basis.

Output
**<S²>**: 2.047
**Total charge**: -2
**Kohn-Sham gap (spin up / spin down)**: 4.015 / 6.457 eV
**Spin multiplicity**: 3
**Energy relative to the best compared isomer or geometry (same formula, charge and spin)**: 0.475 eV
**HOMO (spin up / spin down)**: 0.5 / -2.0 eV

XYZ file:
```
69
Properties=species:S:1:pos:R:3:forces:R:3:mulliken_charge:R:1
Ti -0.060 0.004 0.356 -0.7433 -0.5986 0.6136 -1.40
Cl -1.669 3.269 6.071 -0.0077 0.0112 0.0215 -0.27
C -0.717 2.526 4.804 -0.0555 -0.0085 0.0070 0.23
C -1.298 1.510 4.062 0.0647 0.0567 0.0232 -1.25
C -0.580 0.893 3.032 0.0146 0.0585 0.1402 0.61
N -1.067 -0.049 2.149 -0.0968 0.2212 -0.1549 0.78
C -2.363 -0.554 2.243 0.3289 0.1826 0.2174 0.23
O -3.017 -0.589 3.302 -0.1926 -0.1759 -0.0700 -0.88
C -2.856 -1.016 0.972 -0.2230 -0.0012 0.2050 0.17
C -4.135 -1.586 0.826 0.0171 -0.0265 -0.0015 -0.96
C -4.608 -1.928 -0.409 -0.0974 -0.0265 0.1665 -0.23
C -3.773 -1.688 -1.541 0.1121 0.0170 -0.1873 -1.21
C -2.538 -1.128 -1.333 0.0638 0.0141 -0.1207 -0.08
N -2.051 -0.787 -0.134 0.3853 0.1482 -0.1614 0.79
C 0.755 1.313 2.797 -0.1345 -0.0682 0.1131 -0.14
C 1.307 2.334 3.544 0.0434 -0.0326 0.0635 -0.56
C 0.574 2.947 4.552 0.0070 0.0085 -0.0037 -0.06
Cl 1.317 4.227 5.477 0.0434 0.0546 0.0267 -0.28
N 1.440 0.670 1.741 -0.2142 0.1124 0.3822 0.74
C 2.651 0.192 2.025 0.4005 0.3364 -0.3469 -0.06
O 3.280 0.252 3.092 -0.0553 -0.1642 -0.0974 -0.77
C 3.330 -0.478 0.846 0.0727 -0.1693 0.0847 0.67
C 4.086 -1.627 1.084 -0.1109 0.1550 -0.1494 -0.81
C 4.650 -2.276 0.003 0.0555 -0.0625 -0.0630 -0.26
C 4.482 -1.740 -1.268 -0.0211 0.0595 -0.0151 -0.60
C 3.750 -0.569 -1.394 0.1017 -0.1014 0.1013 -0.25
N 3.179 0.051 -0.369 -0.0305 -0.0172 0.2360 -0.32
H -2.304 1.186 4.272 -0.0069 -0.0062 0.0076 0.62
H -4.714 -1.728 1.729 -0.0214 -0.0052 0.0159 0.44
H -5.592 -2.369 -0.524 0.0008 0.0012 -0.0062 0.38
H -4.079 -1.935 -2.549 -0.0358 -0.0189 -0.0022 0.40
H -1.874 -0.936 -2.172 -0.0817 -0.0142 -0.0106 0.39
H 2.323 2.643 3.355 0.0210 0.0078 0.0031 0.49
H 4.190 -1.982 2.100 -0.0002 0.0105 -0.0033 0.48
H 5.208 -3.195 0.143 -0.0062 0.0146 -0.0184 0.37
H 4.889 -2.218 -2.150 0.0165 -0.0555 0.0094 0.39
H 3.595 -0.111 -2.366 0.0230 -0.0109 -0.0490 0.48
C 0.817 -3.880 1.526 -0.0381 0.0626 0.1195 -0.40
O 0.913 -4.546 0.271 0.0435 -0.0269 -0.2293 -0.55
C 1.034 -3.856 -0.902 0.1737 -0.2901 -0.2299 -0.06
C 1.326 -4.634 -2.015 -0.0757 0.1642 0.3356 -0.59
C 1.449 -4.055 -3.274 0.0594 -0.0629 -0.2100 -0.81
C 1.265 -2.701 -3.434 -0.0734 0.1811 0.1264 -1.13
C 0.962 -1.878 -2.331 0.2127 -0.8588 -0.2811 1.21
C 0.689 -0.496 -2.562 -0.1526 0.5401 0.3585 -1.57
N 0.316 0.359 -1.641 0.2326 -0.3144 -1.3325 1.62
N -0.087 1.570 -2.185 -0.0823 0.3367 0.2791 -1.27
C -0.618 2.279 -1.221 -0.2002 -0.1601 -0.1965 0.70
O -0.682 1.881 -0.009 -0.0982 0.4135 0.1240 -0.45
C -1.280 3.569 -1.566 0.2823 0.0111 -0.1352 0.30
C -1.971 4.260 -0.580 -0.0149 0.0411 -0.0198 -0.42
C -2.608 5.455 -0.885 0.0024 -0.0247 0.0701 -0.70
C -2.553 5.967 -2.171 0.0048 0.0623 -0.1532 -0.36
C -1.858 5.278 -3.162 -0.0016 -0.0024 0.0387 -0.60
C -1.224 4.084 -2.863 -0.0681 -0.0047 0.1524 -0.29
C 0.880 -2.463 -1.048 0.0149 0.4471 0.3083 1.37
O 0.668 -1.701 0.003 0.0947 -0.2826 -0.1336 -0.27
H 0.868 -4.684 2.262 -0.0245 0.0625 0.0133 0.32
H -0.122 -3.334 1.625 0.0692 -0.0518 0.0414 0.18
H 1.644 -3.185 1.673 -0.0262 -0.0327 0.0463 0.06
H 1.448 -5.698 -1.863 0.0070 -0.0397 -0.0282 0.44
H 1.676 -4.677 -4.131 0.0034 -0.0153 -0.0135 0.34
H 1.330 -2.247 -4.416 0.0067 0.0046 -0.0422 0.36
H 0.708 -0.128 -3.585 0.0061 -0.0595 -0.0111 0.21
H -2.005 3.848 0.420 0.0299 -0.0466 0.0065 0.53
H -3.146 5.984 -0.109 -0.0177 0.0270 0.0006 0.38
H -3.050 6.900 -2.408 -0.0059 0.0051 0.0079 0.35
H -1.810 5.670 -4.171 -0.0278 0.0362 0.0080 0.36
H -0.688 3.530 -3.620 0.0269 -0.0284 0.0027 0.44
```
Positions in Å, forces in eV/Å.

---

Record 2
A molecular structure, C33H23Br2N5O3PtS, computed with the ωB97M-V functional and the def2-TZVPD basis.

Output
**<S²>**: 2.095
**Total charge**: 0
**Kohn-Sham gap (spin up / spin down)**: 6.410 / 7.129 eV
**Spin multiplicity**: 3
**Energy relative to the best compared isomer or geometry (same formula, charge and spin)**: 0.000 eV
**HOMO (spin up / spin down)**: -6.6 / -8.1 eV

XYZ file:
```
68
Properties=species:S:1:pos:R:3:forces:R:3:mulliken_charge:R:1
Pt 0.357 0.257 0.331 0.0031 0.1356 -0.5799 1.48
Br 5.291 -6.417 0.834 0.0111 0.0034 0.0230 -0.19
C 5.519 -4.913 1.965 -0.0004 0.0046 -0.0276 0.07
C 4.454 -4.479 2.741 0.0183 0.0402 0.0224 -0.52
C 4.597 -3.342 3.516 -0.0514 -0.0419 0.0054 -0.37
C 5.809 -2.628 3.518 -0.1806 -0.2462 0.0194 0.27
C 6.890 -3.125 2.771 0.0243 0.0298 0.0080 -0.22
C 6.743 -4.253 1.987 0.0200 0.0564 0.0210 -0.43
N 5.971 -1.416 4.148 0.4257 0.2154 -0.3357 -0.77
N 4.928 -0.906 4.727 -0.4549 -0.0145 0.5067 -0.34
C 3.880 -0.368 4.128 0.1920 0.2245 -0.2052 -0.05
C 2.736 -0.016 4.899 0.0580 -0.0231 -0.0589 -0.61
C 1.536 0.293 4.311 -0.0433 0.0184 0.0512 -0.55
C 1.376 0.243 2.914 -0.2521 -0.0502 -0.0875 1.06
O 0.239 0.462 2.320 0.2438 0.0994 0.1089 -0.86
C 2.524 -0.029 2.118 0.0438 0.0407 -0.0073 0.54
N 2.319 -0.058 0.762 -0.0711 0.1060 0.2817 -0.35
C 3.378 -0.109 -0.024 -0.0813 -0.1588 -0.1216 0.17
C 4.683 -0.099 0.462 0.0705 -0.0694 0.0628 -1.51
C 4.899 -0.156 1.818 -0.0005 0.0036 -0.0357 -0.47
C 3.800 -0.188 2.684 -0.0472 -0.1446 0.0975 0.13
H 3.520 -5.025 2.732 0.0077 0.0283 -0.0001 0.48
H 3.769 -2.990 4.119 0.0465 -0.0599 -0.0539 0.46
H 7.827 -2.583 2.800 -0.0361 -0.0348 -0.0189 0.46
H 7.564 -4.614 1.383 -0.0039 -0.0033 0.0230 0.42
H 2.835 -0.038 5.977 0.0013 -0.0398 -0.0281 0.42
H 0.671 0.550 4.909 0.0226 -0.0290 -0.0082 0.48
H 3.203 -0.165 -1.084 -0.0574 0.0638 -0.0419 0.44
H 5.506 -0.078 -0.239 -0.0218 -0.0004 0.0001 0.54
H 5.904 -0.152 2.219 -0.0240 -0.0944 -0.0015 0.62
Br -0.313 -3.770 1.760 0.0587 -0.0052 -0.0353 -0.15
C -1.871 -2.903 1.081 0.0098 0.1592 -0.0708 0.27
C -3.050 -3.618 0.971 -0.1000 -0.0669 0.0020 -0.74
C -4.155 -2.933 0.487 0.0308 -0.0403 0.0128 -0.21
C -4.036 -1.595 0.148 -0.0250 0.0477 -0.0087 -0.86
C -2.798 -0.985 0.294 0.1033 -0.0004 0.0149 0.63
N -1.733 -1.644 0.749 -0.0216 -0.0148 0.0232 0.01
C -2.656 0.495 -0.071 0.0751 0.0079 0.1631 0.29
O -3.667 1.075 -0.425 0.1378 0.0078 -0.0204 -0.72
O -1.490 1.055 0.019 -0.2242 -0.3744 0.0251 -0.81
H -3.098 -4.659 1.253 0.0007 0.0134 0.0040 0.41
H -5.103 -3.446 0.380 0.0147 0.0096 0.0111 0.40
H -4.864 -1.007 -0.221 0.0266 -0.0349 0.0139 0.50
N 0.141 -0.104 -1.708 0.1596 0.0689 0.1770 -0.37
S 1.003 -0.057 -3.041 0.0060 0.0221 0.0385 -0.20
C 2.238 1.238 -2.792 -0.0318 -0.0793 -0.0511 0.51
C 1.859 2.293 -1.977 0.0177 0.1308 -0.0691 -0.44
C 2.779 3.298 -1.708 0.0219 0.0013 -0.0429 -0.75
C 4.052 3.248 -2.259 -0.0024 0.0151 -0.0048 -0.55
C 4.401 2.210 -3.114 -0.0155 0.0269 -0.0063 -0.70
C 3.490 1.202 -3.393 0.0145 -0.0223 0.0592 -0.07
C 1.997 -1.553 -3.074 -0.0453 0.0427 -0.0010 0.56
C 2.723 -1.860 -4.219 0.0077 -0.0080 -0.0123 -0.28
C 3.455 -3.038 -4.257 0.0217 -0.0079 -0.0351 -0.59
C 3.430 -3.910 -3.176 -0.0170 0.0260 0.0440 -0.64
C 2.658 -3.614 -2.060 -0.0261 -0.0285 0.0031 -0.65
C 1.927 -2.434 -2.006 0.1111 0.0385 0.0585 -0.31
H -0.833 0.034 -1.944 -0.0207 0.0910 -0.0930 0.25
H 0.866 2.333 -1.550 0.0037 -0.0742 0.0618 0.67
H 2.493 4.120 -1.064 0.0136 -0.0395 -0.0051 0.44
H 4.771 4.026 -2.034 -0.0412 -0.0282 -0.0106 0.41
H 5.385 2.183 -3.566 -0.0490 -0.0061 0.0229 0.42
H 3.772 0.392 -4.050 0.0323 0.0203 0.0611 0.24
H 2.710 -1.201 -5.079 -0.0229 -0.0323 0.0274 0.56
H 4.038 -3.279 -5.139 -0.0537 0.0064 0.0499 0.39
H 4.001 -4.829 -3.209 -0.0279 0.0305 0.0022 0.41
H 2.611 -4.303 -1.225 0.0389 0.0299 -0.0392 0.48
H 1.315 -2.195 -1.145 -0.0447 0.0076 0.0113 0.38
```
Positions in Å, forces in eV/Å.